No. 1
Computed, not measured: a molecular structure, C82H84N11O4Sc at a distorted geometry, with the ωB97M-V functional and the def2-TZVPD basis.

XYZ file:
```
182
Properties=species:S:1:pos:R:3:lowdin_charge:R:1
Sc -0.05722 -0.13879 -0.06262 1.09
O 4.29677 -7.21503 0.72279 0.07
O 1.37215 -2.69231 6.11010 0.07
O 6.67042 2.87656 -3.63603 0.08
O 2.76737 4.22554 3.86832 0.06
N 0.63099 -0.31891 -3.17661 0.15
N 0.57156 4.26303 3.98498 0.16
N 2.15990 -0.35974 -0.40686 0.05
N -1.11594 -1.93215 -1.77938 0.10
N -1.07394 0.25062 1.83610 0.05
N -2.67537 0.65019 -0.96121 -0.26
N 0.62603 1.97978 0.29101 0.01
N 5.05508 2.11236 -2.22611 0.16
N 0.22855 -2.11412 0.71337 0.01
N -0.44677 -2.89308 4.85595 0.18
N 3.28948 -5.19685 0.44107 0.17
C 2.07622 -2.81688 -0.69899 -0.10
C 5.66502 4.25598 1.32047 -0.07
C 0.89520 7.24228 3.15123 -0.03
C 1.89943 6.44807 3.98948 -0.50
C -0.84906 -3.76798 -5.00246 -0.05
C 0.06093 2.96006 1.15118 -0.15
C -0.72121 -2.30699 -3.02543 -0.15
C 0.16572 -2.56223 6.03496 -0.42
C 3.19777 -6.28074 2.63450 -0.51
C -0.59650 -1.87084 7.17032 -0.50
C -2.78948 5.78728 4.38738 -0.07
C 2.72252 -1.57287 -0.65018 -0.23
C 2.82253 -3.66579 -2.86118 -0.02
C -0.00005 1.86001 -1.09702 -0.23
C 1.81335 6.85937 5.46577 -0.03
C 4.00909 -5.71567 -3.15343 -0.08
C -2.34167 1.20148 3.48171 -0.01
C -1.25787 3.52123 -2.38256 -0.03
C -0.05784 4.05598 -2.96612 -0.08
C -3.63636 -4.74170 5.04853 -0.07
C -2.98015 0.44025 -2.37739 -0.08
C 3.43826 -4.57789 -3.69660 -0.08
C 0.88997 -3.07175 0.01214 -0.24
C 1.78194 4.02860 0.10122 0.05
C -2.01088 -2.68975 -1.17770 -0.15
C 6.01406 1.27762 -5.71925 -0.05
C -1.22186 2.57418 -1.41062 -0.20
C 2.75409 -3.87040 -1.48701 -0.14
C -2.85297 4.14414 2.65495 -0.03
C 0.43195 -1.74933 -5.08727 -0.03
C 3.96665 -5.93537 -1.78894 0.00
C -2.09567 -4.29554 -2.94392 0.01
C 0.01196 -0.45724 7.21041 -0.03
C -2.10492 -1.70891 7.01607 -0.04
C 5.80327 -0.33640 -3.81516 -0.02
C 1.84300 2.60287 -0.32882 -0.28
C -3.49070 5.11671 3.40152 -0.07
C -2.50655 -3.89121 -1.70474 -0.03
C -3.82432 0.21902 -0.16753 -0.08
C 3.68021 -6.27408 1.17582 -0.42
C -2.53303 -0.15246 3.55513 -0.01
C -0.90494 2.72782 2.07962 -0.10
C -0.69919 -2.75923 1.49509 -0.28
C 4.55172 3.44906 1.17144 -0.02
C 0.73613 4.21490 0.90960 0.05
C -2.38531 -4.26025 5.38602 -0.03
C -1.43073 1.42719 2.41647 -0.24
C -0.78298 4.58442 3.79789 -0.19
C -1.21022 -3.47703 -3.67226 -0.15
C 5.76455 2.11136 -3.38774 -0.42
C -1.50646 3.85429 2.84295 -0.13
C -3.56674 -3.49655 3.00431 -0.02
C 2.78456 -4.91461 3.18207 -0.04
C 5.33085 1.01052 -4.37728 -0.51
C 1.27950 2.37586 -1.76979 -0.17
C 4.34724 2.72563 0.00067 -0.13
C 1.77031 4.92147 3.92273 -0.42
C 1.14507 3.55202 -2.67517 -0.04
C 6.37618 3.67947 -0.90088 0.00
C -0.06553 -2.89519 -5.70539 -0.08
C -0.63258 -4.17071 1.24245 0.00
C 3.30381 6.80395 3.48150 -0.05
C -1.71503 -0.73850 2.55378 -0.25
C -2.48271 2.09452 -0.74730 -0.16
C 5.27447 2.84557 -1.05181 -0.16
C -0.27305 -2.59810 8.47924 -0.03
C 4.47189 -0.20261 -0.33525 0.02
C 0.32520 -4.36332 0.29673 -0.01
C -1.72787 -3.36545 4.54896 -0.20
C 3.22035 0.52658 -0.23732 -0.22
C 3.34152 -5.02305 -0.94336 -0.16
C 1.98832 -7.23018 2.61616 -0.03
C 4.30255 -6.88022 3.50876 -0.04
C 6.57196 4.37053 0.28135 -0.07
C 0.15382 -1.45989 -3.76442 -0.27
C 3.81256 0.99574 -4.57612 -0.04
C -1.44812 5.51919 4.58597 -0.03
C 3.13787 1.88948 -0.12592 -0.03
C -1.55759 -2.12852 2.39126 -0.07
C -2.31118 -3.00513 3.32596 -0.15
C 4.16357 -1.47061 -0.67700 0.02
C -4.23740 -4.34757 3.86522 -0.08
H 0.22311 -3.00122 4.10047 0.15
H -1.25009 -4.91257 1.71513 0.12
H 4.69001 -7.78480 3.04571 0.08
H -2.42321 2.25963 0.32913 0.09
H 4.49761 -6.43587 -3.79281 0.10
H -4.01644 -3.21202 2.06367 0.12
H -1.88922 -4.59901 6.28336 0.12
H 3.56168 -4.16962 3.01929 0.10
H 1.06099 8.30407 3.33079 0.09
H -2.20066 3.93709 -2.70906 0.11
H 0.18409 -3.08681 -6.73765 0.11
H 4.41404 -6.81862 -1.36677 0.10
H 3.30240 0.64064 -3.68202 0.05
H -2.78629 1.94994 4.10951 0.11
H 3.46418 -4.40009 -4.76209 0.10
H 2.82007 -4.44324 0.92384 0.11
H -2.45264 -1.00574 7.77141 0.09
H 5.60024 -1.13372 -4.52761 0.09
H 2.48528 4.76182 -0.24484 0.13
H 1.88062 1.61102 -2.27174 0.09
H -1.23034 -4.66708 -5.46146 0.11
H -2.64395 -2.64032 7.15723 0.07
H 5.29859 -0.58062 -2.88235 0.05
H 0.62614 -5.29141 -0.15136 0.12
H 1.21017 -6.84568 1.95742 0.07
H 5.78250 0.48671 -6.42882 0.08
H 3.44601 1.99067 -4.82399 0.10
H 1.05193 -1.06482 -5.64799 0.11
H -5.21522 -4.72089 3.60189 0.10
H -3.17938 -0.68761 4.22579 0.10
H 7.44456 4.99701 0.38723 0.10
H 2.03968 7.91928 5.56012 0.09
H 2.62258 -4.98860 4.25571 0.09
H -3.84667 1.04335 -2.68776 0.10
H 3.44056 7.88266 3.50521 0.09
H 0.73952 3.26711 3.85888 0.16
H 0.82514 6.68708 5.87939 0.06
H -0.73205 -3.58499 8.49954 0.08
H 5.68143 2.22841 -6.12872 0.09
H 0.41966 5.14238 1.34585 0.11
H -2.45491 -5.21531 -3.38614 0.12
H 5.12264 -6.17433 3.62347 0.09
H 1.57287 -7.33710 3.61639 0.09
H 4.30306 1.44315 -2.13899 0.10
H 5.81626 4.78656 2.24818 0.10
H 0.80293 -2.71427 8.58199 0.09
H 2.29490 -8.21026 2.25420 0.09
H 5.44458 0.22214 -0.17362 0.13
H -0.15230 4.89401 -3.64178 0.10
H 1.21828 0.24662 -3.77107 0.08
H 7.09079 1.32856 -5.58675 0.09
H -0.91840 6.02645 5.37606 0.10
H -2.37071 -2.34503 -0.21562 0.10
H 1.05415 7.05901 2.09009 0.08
H -3.20967 -4.47652 -1.13347 0.11
H -0.64814 -2.02680 9.32546 0.09
H -0.39418 0.09253 8.05681 0.09
H 1.85283 -4.56763 2.73571 0.06
H 3.84159 3.36452 1.98043 0.10
H 2.05649 3.97660 -3.07405 0.11
H 3.55814 0.32091 -5.39195 0.09
H 2.36197 -2.77996 -3.27552 0.10
H -4.53578 5.32895 3.23783 0.10
H -2.35100 -1.30206 6.04081 0.06
H -2.12227 0.72827 -2.98147 0.09
H 7.07625 3.77563 -1.71433 0.10
H 4.82937 -2.29674 -0.84666 0.13
H 3.43988 6.45361 2.46121 0.08
H -4.13425 -5.43970 5.70355 0.11
H -4.73503 0.77914 -0.43189 0.10
H -3.20420 -0.60765 -2.56780 0.08
H -3.62149 0.36842 0.89156 0.08
H 6.87447 -0.31041 -3.62807 0.10
H -3.28478 6.51380 5.01341 0.11
H -0.13803 7.02058 3.39690 0.06
H -3.34948 2.65958 -1.13291 0.13
H 4.06266 6.33653 4.10163 0.08
H -0.23091 0.08042 6.29536 0.09
H 1.09277 -0.50899 7.30744 0.09
H 2.53255 6.29591 6.05539 0.10
H 3.91247 -7.12480 4.49472 0.09
H 0.92384 -0.39977 -2.20488 0.03
H -3.40974 3.59827 1.90790 0.12
H -4.01804 -0.83958 -0.33707 0.08
```

E_HOMO in eV: -6.38
HOMO-LUMO gap in hartree: 0.186

No. 2
Computed, not measured: 2 unconnected molecules or ions with the total composition C3H7N2S at a distorted geometry, with the ωB97M-V functional and the def2-TZVPD basis.

XYZ file:
```
13
Properties=species:S:1:pos:R:3:lowdin_charge:R:1
S -2.54794 -1.06877 0.19957 0.50
N -0.20964 1.32899 0.35524 0.11
N 1.35589 -0.40063 0.18166 0.16
C -0.74007 2.35394 -0.16652 0.16
C 0.62286 0.47009 0.03917 -0.11
C 2.32092 -1.38806 0.16503 -0.04
H 2.54590 -1.60059 1.20543 0.10
H -1.13339 2.99238 0.63272 0.12
H 3.24941 -1.10237 -0.37046 0.12
H -0.80630 2.59975 -1.24437 0.14
H -3.12564 0.05884 -0.29751 -0.20
H 1.85290 -2.43236 -0.23970 0.17
H -3.38488 -1.81120 -0.46025 -0.23
```

Energy above the lowest of the compared OMol25 structures with the same formula, charge and spin in kJ/mol: 326.32
E_HOMO in eV: -13.15
HOMO-LUMO gap in hartree: 0.269
Net charge: +1

No. 3
Computed, not measured: a molecular structure, C48H48Cl9N9 at a distorted geometry, with the ωB97M-V functional and the def2-TZVPD basis.

XYZ file:
```
114
Properties=species:S:1:pos:R:3:lowdin_charge:R:1
Cl 24.77118 2.23702 -7.10971 0.56
Cl 16.94764 0.67337 -2.72514 0.67
Cl 19.29944 -0.38657 -3.19019 0.64
Cl 22.13327 -1.13708 -3.47207 0.73
Cl 20.93210 0.87757 -5.24847 0.87
Cl 23.71707 -0.14155 -5.55616 0.68
Cl 25.00555 2.21870 -4.21927 0.85
Cl 17.19717 0.01538 0.21366 0.47
Cl 18.27476 2.64209 -0.94351 0.88
N 20.43862 6.24505 -3.32194 0.01
N 15.17532 5.48863 -3.98528 0.06
N 24.65232 5.43054 -0.29417 0.05
N 22.01832 3.35856 -6.26363 -0.12
N 23.52252 1.00902 -1.04847 -0.19
N 19.22257 4.27956 -0.84853 -0.30
N 22.72032 2.40348 -3.28431 -0.11
N 16.62918 1.09656 -5.41821 0.03
N 21.60689 2.44248 1.46601 0.12
C 21.53350 2.39642 -7.05951 -0.31
C 16.23660 3.91901 -2.45437 -0.10
C 24.01114 3.78485 1.27515 -0.12
C 24.34628 5.17435 -3.09220 -0.11
C 21.66630 3.79617 -9.00456 -0.03
C 20.66327 2.76343 -2.02536 -0.04
C 20.24411 3.59858 -3.04467 -0.07
C 23.05073 4.26055 2.14737 -0.05
C 22.60417 6.83534 -4.25905 -0.03
C 19.26225 3.84863 0.43905 -0.22
C 17.01592 2.10708 -4.57467 -0.29
C 23.37755 -0.22627 -0.51593 -0.07
C 19.99560 4.51806 1.43585 -0.06
C 22.24818 3.25537 -4.18983 -0.27
C 24.23590 -1.19610 -2.60258 -0.27
C 20.55893 5.78285 1.11971 -0.03
C 25.50175 5.75480 -2.57803 -0.06
C 22.17968 4.86570 -8.22702 -0.01
C 20.69741 6.86713 -5.67116 -0.03
C 17.91696 0.89736 -1.24136 -1.25
C 21.41098 2.53892 -8.43086 -0.03
C 19.04762 2.42024 -5.86016 -0.16
C 22.58953 1.98520 0.63438 -0.14
C 21.89905 3.49850 2.22938 -0.22
C 22.06194 7.06019 -5.51675 -0.10
C 21.76780 6.41597 -3.20246 -0.07
C 19.90799 6.49576 -4.53529 -0.09
C 18.65672 1.33185 -6.67542 -0.12
C 16.36551 6.16995 -4.06195 -0.10
C 20.53544 6.15946 -0.21261 -0.02
C 23.60897 4.77404 -0.85054 -0.15
C 23.79190 2.64420 0.50339 -0.07
C 17.40277 0.76172 -6.43943 -0.16
C 23.34676 4.67440 -2.20912 -0.10
C 17.48285 5.75559 -3.34245 -0.08
C 19.86171 5.40370 -1.17360 -0.10
C 24.41279 0.10218 -3.01882 -0.29
C 21.03652 3.95307 -4.14141 -0.03
C 17.47932 4.59566 -2.58406 -0.15
C 23.98794 1.62268 -5.55603 -1.23
C 18.21714 2.80564 -4.80582 -0.05
C 15.09479 4.46758 -3.11503 -0.12
C 20.94880 0.23519 -3.62096 -1.14
C 23.72607 -1.37194 -1.28650 -0.08
C 25.63198 5.82863 -1.20002 -0.08
C 22.33505 4.58382 -6.84064 -0.08
C 21.97754 2.23605 -2.15170 -0.14
C 24.08110 1.18690 -2.19436 -0.26
H 20.07220 4.11576 2.43519 0.08
H 22.18335 6.17302 -2.23567 0.09
H 22.39111 5.80155 -8.72289 0.10
H 22.87094 4.30791 -0.21459 0.09
H 21.36361 1.41436 -6.64348 -0.09
H 16.35124 2.44208 -3.79213 0.01
H 18.41392 6.28905 -3.46470 0.04
H 24.89016 4.37357 1.05803 0.09
H 23.61609 -2.33893 -0.81831 0.10
H 22.91875 3.44855 -5.01408 0.04
H 16.11362 3.00167 -1.89782 0.05
H 20.76560 4.64049 -4.92911 0.10
H 18.83169 6.44127 -4.60615 0.08
H 24.79509 0.42284 -3.97663 -0.08
H 18.39195 4.19690 -2.16633 -0.03
H 26.29757 5.99183 -3.26859 0.11
H 23.65645 7.06988 -4.19492 0.11
H 18.45347 3.59945 -4.11269 0.05
H 19.25957 4.02966 -2.93864 0.03
H 21.06284 1.66995 -8.96946 0.12
H 24.49826 2.40921 -0.27906 0.13
H 21.07859 7.02359 -0.56569 0.11
H 19.25504 1.05539 -7.53098 0.08
H 22.58901 7.40263 -6.39502 0.12
H 22.71225 5.33318 -6.16049 0.07
H 22.54413 4.00664 -2.48534 0.06
H 21.47166 3.96316 -10.05367 0.11
H 21.04072 6.36046 1.89472 0.11
H 22.38250 1.57771 -1.39738 0.02
H 24.36703 -2.01661 -3.29249 0.09
H 18.85980 0.36932 -1.38399 -0.08
H 19.98483 2.85476 -6.17519 0.04
H 21.11179 1.04590 -2.91083 -0.02
H 20.10246 2.60466 -1.11612 0.04
H 19.97111 5.74962 -2.19083 -0.03
H 23.13816 5.19411 2.68328 0.11
H 24.31255 4.96427 -4.15103 0.09
H 18.71776 2.92743 0.58503 0.02
H 23.12754 -0.27887 0.53342 0.13
H 26.52719 6.17231 -0.70315 0.10
H 14.21467 3.84232 -3.14420 0.11
H 20.15349 7.17754 -6.55104 0.12
H 23.03063 2.13236 -5.44707 -0.06
H 24.16383 2.12158 -2.72910 -0.04
H 21.14760 3.66231 2.98759 0.09
H 22.47279 1.16283 -0.05589 0.03
H 16.35495 7.09826 -4.61378 0.10
H 17.06277 0.05576 -7.18268 0.10
```

Energy above the lowest of the compared OMol25 structures with the same formula, charge and spin in kJ/mol: 3430.59
E_HOMO in eV: -8.04
HOMO-LUMO gap in hartree: 0.277

no.,LUMO level (eV)
1,-1.31
2,-5.84
3,-0.50